[1]
{"formula": "C15H87BBrClN3O34P", "method": "the ωB97M-V functional and the def2-TZVPD basis", "spin_multiplicity": 1, "homo_energy_ev": -7.960, "homo_lumo_gap_ev": 7.766, "elements": ["C", "C", "O", "C", "N", "C", "C", "O", "C", "Cl", "C", "C", "C", "N", "B", "O", "O", "N", "C", "O", "C", "C", "C", "C", "Br", "P", "C", "O", "H", "H", "H", "H", "H", "H", "H", "H", "H", "H", "H", "H", "H", "H", "H", "H", "H", "H", "H", "H", "H", "H", "H", "H", "H", "H", "H", "H", "H", "H", "H", "O", "H", "H", "O", "H", "H", "O", "H", "H", "O", "H", "H", "O", "H", "H", "O", "H", "H", "O", "H", "H", "O", "H", "H", "O", "H", "H", "O", "H", "H", "O", "H", "H", "O", "H", "H", "O", "H", "H", "O", "H", "H", "O", "H", "H", "O", "H", "H", "O", "H", "H", "O", "H", "H", "O", "H", "H", "O", "H", "H", "O", "H", "H", "O", "H", "H", "O", "H", "H", "O", "H", "H", "O", "H", "H", "O", "H", "H", "O", "H", "H", "O", "H", "H"], "positions_angstrom": [[4.189, -1.668, -1.525], [4.179, -2.013, -3.124], [4.156, -3.471, -3.427], [3.018, -1.267, -4.003], [1.726, -0.987, -3.271], [0.991, -2.246, -2.863], [-0.164, -1.909, -1.700], [0.387, -0.802, -0.909], [-0.474, -0.511, 0.287], [-2.156, -1.327, 0.318], [0.625, -0.941, 1.475], [1.431, -2.390, 1.262], [0.476, -3.705, 1.455], [0.784, -4.513, 2.732], [0.104, -1.110, 3.022], [0.914, -0.641, 4.202], [-1.192, -1.775, 3.407], [1.534, 0.305, 1.402], [0.707, 1.540, 0.988], [1.301, 2.730, 1.061], [-0.820, 1.119, 0.451], [-1.959, 1.528, 1.607], [-1.645, 2.976, 2.332], [-0.845, 2.864, 3.759], [-3.413, 3.942, 2.661], [-1.526, 2.082, -1.040], [-1.296, 1.206, -2.712], [-0.550, 3.560, -1.196], [3.203, -1.207, -1.100], [4.353, -2.699, -0.947], [5.085, -0.957, -1.258], [5.223, -1.627, -3.555], [5.071, -3.742, -3.788], [2.744, -2.011, -4.895], [3.496, -0.313, -4.517], [1.137, -0.424, -3.948], [1.692, -3.089, -2.430], [0.449, -2.649, -3.832], [-0.299, -2.920, -1.112], [-1.135, -1.649, -2.310], [2.243, -2.406, 2.138], [2.037, -2.440, 0.265], [-0.675, -3.508, 1.381], [0.731, -4.453, 0.561], [-0.103, -4.446, 3.298], [0.889, -5.532, 2.488], [1.766, -1.167, 4.270], [-1.116, -2.059, 4.384], [2.190, 0.440, 2.201], [-2.206, 0.657, 2.343], [-2.960, 1.705, 0.978], [-1.073, 3.682, 1.562], [-0.519, 1.779, 4.053], [-1.472, 3.374, 4.628], [0.148, 3.518, 3.672], [-0.151, 1.011, -2.863], [-1.603, 1.994, -3.555], [-1.985, 0.276, -2.881], [-0.195, 3.574, -2.134], [2.587, 1.416, -1.893], [1.905, 0.841, -1.513], [2.670, 2.136, -1.249], [-5.104, 4.015, -0.427], [-4.808, 3.768, 0.462], [-4.526, 4.754, -0.670], [-0.047, 5.293, -3.387], [-0.026, 5.782, -4.223], [0.361, 5.900, -2.751], [-5.033, 3.660, -3.818], [-5.593, 4.422, -4.028], [-5.286, 3.427, -2.911], [-6.850, 2.187, 1.188], [-6.661, 2.786, 0.450], [-7.469, 2.686, 1.742], [3.170, -2.022, 5.317], [3.027, -1.485, 6.111], [4.097, -2.294, 5.383], [-4.903, -1.702, 1.861], [-4.251, -1.382, 1.219], [-5.753, -1.583, 1.411], [-2.468, 7.567, 3.073], [-2.830, 6.778, 3.505], [-1.509, 7.460, 3.156], [-2.598, -2.172, -3.992], [-3.158, -1.410, -4.202], [-2.850, -2.405, -3.086], [-3.239, 9.806, 4.979], [-2.894, 8.975, 4.619], [-3.373, 10.362, 4.196], [-2.651, 0.797, 5.133], [-3.248, 0.437, 4.460], [-1.807, 0.354, 4.959], [-6.968, 3.596, 3.704], [-7.330, 2.808, 4.136], [-6.009, 3.489, 3.787], [-3.622, -2.132, 5.879], [-3.172, -2.115, 5.021], [-3.613, -1.207, 6.166], [7.292, -4.654, -3.801], [7.688, -5.510, -4.021], [7.914, -4.263, -3.169], [1.249, -5.851, -0.756], [0.652, -6.211, -1.429], [2.093, -6.294, -0.930], [-7.826, 3.473, 6.728], [-7.636, 4.072, 5.990], [-8.444, 3.972, 7.282], [-10.044, 3.773, 3.807], [-10.405, 2.984, 4.238], [-9.084, 3.666, 3.889], [-8.496, -0.115, 1.846], [-8.200, -0.361, 2.735], [-7.919, 0.624, 1.603], [2.047, -4.810, 5.487], [2.938, -4.531, 5.748], [1.899, -4.362, 4.641], [5.904, -4.049, -6.892], [6.200, -4.295, -6.003], [6.481, -3.310, -7.135], [9.804, -3.137, -2.763], [10.100, -3.383, -1.874], [10.381, -2.398, -3.006], [-5.348, -3.684, 4.072], [-5.327, -3.195, 3.236], [-4.940, -3.078, 4.709], [7.629, -1.647, -4.437], [8.261, -1.979, -3.782], [8.094, -1.745, -5.281], [11.442, -0.550, -3.733], [11.892, -0.534, -4.591], [11.451, 0.375, -3.446], [8.212, -2.950, -8.219], [7.616, -3.311, -8.892], [9.057, -3.393, -8.393], [7.024, 1.112, -2.510], [7.369, 0.281, -2.870], [6.891, 1.668, -3.292], [1.324, -2.020, -6.333], [1.669, -2.851, -6.693], [1.191, -1.464, -7.116], [-7.762, 4.652, 0.673], [-7.573, 5.251, -0.064], [-8.381, 5.151, 1.228]], "lowdin_charge": [-0.064, -0.333, -0.143, -0.171, -0.102, -0.141, -0.203, -0.203, -0.512, 0.751, -0.229, -0.061, -0.240, -0.027, -0.427, 0.020, 0.010, 0.113, -0.223, -0.045, -0.376, -0.242, -0.599, -0.144, 0.718, 0.994, -0.271, -0.353, 0.050, 0.090, 0.080, 0.127, 0.078, 0.100, 0.138, 0.111, 0.127, 0.123, 0.117, 0.069, 0.136, 0.106, 0.104, 0.090, 0.081, 0.088, 0.062, 0.123, 0.141, 0.098, 0.070, 0.105, 0.069, 0.077, 0.098, 0.042, 0.081, 0.041, 0.026, -0.073, -0.015, 0.031, -0.091, -0.058, 0.057, -0.061, 0.049, 0.052, -0.072, 0.035, 0.012, -0.086, 0.009, 0.012, -0.047, 0.071, 0.066, -0.075, -0.060, 0.053, -0.072, 0.002, 0.055, -0.066, 0.043, 0.034, -0.079, -0.009, 0.035, -0.054, 0.045, 0.020, -0.065, 0.050, 0.007, -0.048, 0.017, 0.040, -0.053, 0.055, 0.014, -0.065, 0.055, 0.056, -0.068, 0.013, 0.045, -0.056, 0.048, -0.016, -0.072, 0.033, -0.021, -0.089, 0.015, -0.023, -0.070, 0.008, -0.003, -0.053, 0.064, 0.017, -0.076, -0.010, -0.013, -0.053, 0.004, 0.047, -0.052, 0.051, 0.054, -0.062, 0.052, 0.053, -0.071, 0.003, 0.040, -0.070, 0.056, 0.052, -0.057, 0.051, 0.057]}

=====

[2]
{"formula": "C14H25NO6", "method": "the ωB97M-V functional and the def2-TZVPD basis", "relative_energy_ev": 0.6514, "smiles": "CCOC(=O)CCC(=O)N1CCOCCOCCOCC1", "spin_multiplicity": 1, "homo_energy_ev": -9.228, "homo_lumo_gap_ev": 10.089, "elements": ["C", "C", "O", "C", "O", "C", "C", "C", "O", "N", "C", "C", "O", "C", "C", "O", "C", "C", "O", "C", "C", "H", "H", "H", "H", "H", "H", "H", "H", "H", "H", "H", "H", "H", "H", "H", "H", "H", "H", "H", "H", "H", "H", "H", "H", "H"], "positions_angstrom": [[1.897, 3.785, -4.895], [2.715, 2.503, -4.834], [2.686, 1.930, -3.526], [1.632, 1.171, -3.214], [0.740, 0.908, -3.978], [1.739, 0.675, -1.789], [0.506, -0.125, -1.377], [-0.398, 0.703, -0.476], [-0.112, 1.838, -0.137], [-1.548, 0.121, -0.052], [-1.974, -1.217, -0.385], [-1.644, -2.232, 0.713], [-0.239, -2.322, 0.836], [0.216, -3.302, 1.740], [-0.057, -3.020, 3.227], [0.804, -2.062, 3.799], [0.559, -0.719, 3.428], [-0.770, -0.167, 3.986], [-1.789, -0.082, 3.011], [-1.737, 1.104, 2.237], [-2.376, 0.893, 0.861], [0.851, 3.566, -4.696], [1.984, 4.227, -5.884], [2.256, 4.494, -4.153], [3.770, 2.698, -5.036], [2.326, 1.771, -5.550], [2.656, 0.091, -1.705], [1.836, 1.552, -1.143], [0.777, -1.035, -0.842], [-0.043, -0.393, -2.283], [-1.503, -1.529, -1.316], [-3.058, -1.212, -0.532], [-2.098, -1.898, 1.653], [-2.060, -3.215, 0.443], [1.297, -3.354, 1.583], [-0.232, -4.275, 1.486], [0.136, -3.938, 3.787], [-1.107, -2.736, 3.370], [0.567, -0.611, 2.337], [1.404, -0.168, 3.846], [-1.142, -0.844, 4.761], [-0.608, 0.817, 4.442], [-0.705, 1.434, 2.094], [-2.287, 1.899, 2.763], [-3.335, 0.389, 0.979], [-2.532, 1.884, 0.422]], "lowdin_charge": [-0.062, -0.219, -0.004, -0.486, 0.108, -0.068, -0.079, -0.430, 0.056, -0.043, -0.115, -0.184, -0.162, -0.172, -0.183, -0.135, -0.163, -0.171, -0.165, -0.183, -0.104, 0.076, 0.076, 0.078, 0.121, 0.120, 0.130, 0.123, 0.113, 0.116, 0.121, 0.131, 0.109, 0.132, 0.135, 0.126, 0.130, 0.116, 0.121, 0.128, 0.131, 0.124, 0.116, 0.132, 0.130, 0.131]}

=====

[3]
{"formula": "CH2N4O", "method": "the ωB97M-V functional and the def2-TZVPD basis", "relative_energy_ev": 5.1486, "spin_multiplicity": 1, "homo_energy_ev": -9.985, "homo_lumo_gap_ev": 8.373, "elements": ["C", "H", "H", "N", "N", "N", "N", "O"], "positions_angstrom": [[-0.794, -0.133, 0.142], [2.487, -0.395, 0.400], [0.676, -1.783, 1.188], [-0.263, 1.069, -0.320], [1.033, 1.042, -0.332], [1.367, -0.210, -0.315], [0.262, -1.062, -0.086], [-1.899, -0.361, 0.617]], "lowdin_charge": [-0.589, 0.287, 0.324, 0.061, -0.015, -0.169, 0.046, 0.055]}

=====

[4]
{"formula": "C35H28I2O7S", "method": "the ωB97M-V functional and the def2-TZVPD basis", "smiles": "C[C@H](I)[C@H](I)[C@H]1CCCOS1(=O)=O.O=C1c2ccccc2C(=O)c2ccccc21.O=C1c2ccccc2C(=O)c2ccccc21", "spin_multiplicity": 1, "homo_energy_ev": -9.606, "homo_lumo_gap_ev": 8.485, "elements": ["C", "C", "I", "C", "I", "C", "C", "C", "C", "O", "S", "O", "O", "H", "H", "H", "H", "H", "H", "H", "H", "H", "H", "H", "H", "O", "C", "C", "C", "C", "C", "C", "C", "C", "O", "C", "C", "C", "C", "C", "C", "H", "H", "H", "H", "H", "H", "H", "H", "O", "C", "C", "C", "C", "C", "C", "C", "C", "O", "C", "C", "C", "C", "C", "C", "H", "H", "H", "H", "H", "H", "H", "H"], "positions_angstrom": [[8.977, -3.329, 2.661], [7.843, -2.797, 1.799], [7.779, -4.119, 0.052], [7.966, -1.342, 1.290], [9.337, -0.118, 2.423], [6.632, -0.587, 1.125], [5.645, -1.224, 0.119], [4.574, -2.127, 0.712], [3.708, -1.387, 1.734], [4.295, -0.140, 2.176], [5.794, -0.272, 2.680], [5.884, -1.424, 3.528], [6.143, 1.007, 3.197], [9.915, -3.326, 2.112], [8.755, -4.363, 2.923], [9.051, -2.765, 3.586], [6.893, -2.966, 2.283], [8.413, -1.358, 0.301], [6.868, 0.406, 0.745], [5.131, -0.394, -0.371], [6.194, -1.739, -0.665], [5.000, -3.031, 1.143], [3.934, -2.453, -0.107], [2.750, -1.117, 1.300], [3.525, -2.010, 2.605], [0.426, 4.647, -2.846], [0.278, 4.062, -1.794], [-1.071, 3.926, -1.174], [-2.173, 4.460, -1.829], [-3.438, 4.316, -1.284], [-3.608, 3.639, -0.082], [-2.511, 3.117, 0.583], [-1.240, 3.258, 0.041], [-0.075, 2.689, 0.776], [-0.221, 2.133, 1.844], [1.271, 2.807, 0.146], [2.370, 2.259, 0.796], [3.623, 2.334, 0.214], [3.785, 2.959, -1.018], [2.696, 3.518, -1.665], [1.436, 3.447, -1.085], [-2.030, 4.981, -2.765], [-4.295, 4.729, -1.798], [-4.599, 3.516, 0.336], [-2.636, 2.591, 1.519], [2.237, 1.775, 1.754], [4.473, 1.907, 0.724], [4.766, 3.012, -1.474], [2.812, 4.010, -2.620], [-6.822, -1.490, -3.790], [-6.815, -1.513, -2.578], [-7.988, -2.022, -1.811], [-9.093, -2.497, -2.506], [-10.181, -2.998, -1.813], [-10.172, -3.026, -0.423], [-9.078, -2.543, 0.275], [-7.984, -2.037, -0.415], [-6.823, -1.508, 0.357], [-6.840, -1.475, 1.568], [-5.641, -1.021, -0.410], [-4.532, -0.555, 0.285], [-3.417, -0.118, -0.408], [-3.403, -0.143, -1.799], [-4.508, -0.599, -2.496], [-5.631, -1.038, -1.806], [-9.088, -2.474, -3.587], [-11.040, -3.370, -2.356], [-11.021, -3.424, 0.116], [-9.062, -2.555, 1.356], [-4.553, -0.539, 1.366], [-2.554, 0.247, 0.134], [-2.529, 0.198, -2.337], [-4.510, -0.620, -3.577]], "lowdin_charge": [-0.247, -0.754, 0.880, -0.747, 0.968, -0.406, -0.186, -0.173, -0.168, -0.248, 0.583, -0.251, -0.275, 0.062, 0.066, 0.043, 0.045, 0.044, 0.114, 0.115, 0.071, 0.083, 0.122, 0.126, 0.122, 0.108, -0.278, -0.082, 0.000, -0.052, -0.055, -0.021, -0.087, -0.280, 0.106, -0.079, 0.006, -0.052, -0.049, -0.001, -0.082, 0.121, 0.109, 0.111, 0.121, 0.120, 0.090, 0.108, 0.121, 0.107, -0.278, -0.083, -0.003, -0.057, -0.057, -0.002, -0.083, -0.278, 0.107, -0.082, 0.002, -0.059, -0.051, 0.000, -0.083, 0.120, 0.107, 0.107, 0.120, 0.122, 0.100, 0.109, 0.121]}

=====

[5]
{"formula": "C2H5NO4", "method": "the ωB97M-V functional and the def2-TZVPD basis", "relative_energy_ev": 1.9616, "smiles": "O=CNC(=O)O.O", "spin_multiplicity": 1, "homo_energy_ev": -11.546, "homo_lumo_gap_ev": 11.768, "elements": ["O", "C", "N", "C", "O", "O", "H", "H", "H", "O", "H", "H"], "positions_angstrom": [[2.004, -0.363, -0.060], [1.331, -0.458, 0.909], [-0.091, -0.677, 0.777], [-0.924, -0.526, -0.415], [-2.165, -0.467, -0.464], [-0.176, -0.590, -1.626], [1.915, -0.336, 1.895], [-0.728, -0.783, 1.549], [0.808, -0.812, -1.394], [-0.092, 2.471, 0.757], [-0.354, 2.596, -0.199], [-0.007, 1.570, 0.883]], "lowdin_charge": [0.060, -0.272, 0.116, -0.457, 0.089, 0.048, 0.172, 0.139, 0.121, -0.033, 0.087, -0.070]}

=====

Number 1: LUMO -0.19 eV. Number 2: LUMO 0.86 eV. Number 3: LUMO -1.61 eV. Number 4: LUMO -1.12 eV. Number 5: LUMO 0.22 eV.